{"formula": "C3H13N2O", "method": "ωB97M-V with the def2-TZVPD basis set", "elements": ["N", "C", "C", "N", "C", "H", "H", "H", "H", "H", "H", "H", "H", "H", "H", "H", "H", "H", "O"], "positions_angstrom": [[0.184, 1.516, 0.320], [-0.164, 0.091, 0.747], [1.303, -0.497, 0.922], [2.182, 0.059, -0.107], [2.562, -0.994, -1.174], [-0.382, 1.910, -0.454], [1.172, 1.487, -0.051], [0.197, 2.141, 1.161], [-0.586, -0.389, -0.152], [-1.045, 0.253, 1.402], [1.315, -1.582, 1.125], [1.768, -0.100, 1.819], [3.116, 0.253, 0.301], [3.466, -0.699, -1.822], [2.731, -1.904, -0.627], [1.713, -1.372, -1.761], [-5.035, 0.066, 0.257], [-4.496, -0.302, -1.124], [-5.297, -0.296, -0.592]], "forces_ev_per_angstrom": [[-0.5, 1.4, 0.4], [0.5, 0.9, -2.2], [-0.2, 0.3, 2.0], [1.5, -1.8, -1.6], [-0.1, 0.3, 0.0], [0.0, -0.2, 0.9], [-0.1, -0.6, -0.1], [-0.3, -0.4, -1.1], [0.2, 0.2, 0.3], [1.3, -1.0, 0.6], [-0.2, 0.3, -0.8], [-0.5, 0.1, 0.6], [-1.1, 0.0, 0.0], [-1.7, -0.3, 1.1], [1.0, -0.4, 0.3], [0.0, 1.1, -0.3], [-0.1, 0.0, 0.1], [0.0, 0.0, -0.1], [0.1, 0.0, 0.0]], "charge": 1, "multiplicity": 1, "homo_energy_ha": -0.5154, "energy_ev": -8341.737, "max_force_ev_per_a": 2.84, "de_lowest_kj_mol": 216.6}